76
Properties=species:S:1:pos:R:3 method="wB97M-V/def2-TZVPD" energy_ha=-2159.6889 e_homo_ev=-11.5 charge=+1 homo_lumo_gap_ev=9.1 spin_multiplicity=1
C 4.922 -0.320 2.238
C 4.195 0.554 1.162
C 3.172 1.458 1.878
C 2.420 2.393 0.898
C 0.904 2.169 0.854
C 0.246 3.295 -0.007
C -0.547 2.794 -1.227
C 0.357 2.429 -2.440
C 0.976 1.023 -2.252
C 1.490 0.405 -3.557
C 2.527 -0.709 -3.301
C 2.141 -1.732 -2.219
C 0.678 -2.208 -2.242
C 0.291 -2.694 -0.848
C -1.117 -3.367 -0.875
N -2.160 -2.362 -0.504
C -2.018 -2.020 0.952
N -2.580 -3.175 1.665
C -2.872 -0.790 1.332
O -2.365 0.436 0.857
C -1.914 1.337 1.810
C -1.348 1.031 3.022
C -0.888 1.988 3.890
C -0.986 3.314 3.550
C -1.587 3.621 2.350
C -2.047 2.668 1.487
C -0.506 -1.870 1.200
O 0.178 -1.554 0.001
H 6.005 -0.193 2.228
H 4.576 -0.008 3.229
H 4.624 -1.363 2.101
H 3.704 -0.076 0.413
H 4.964 1.174 0.692
H 3.748 2.096 2.558
H 2.508 0.830 2.483
H 2.880 2.327 -0.095
H 2.568 3.430 1.226
H 0.649 1.176 0.462
H 0.462 2.228 1.856
H 1.034 3.956 -0.389
H -0.374 3.931 0.635
H -1.230 1.964 -1.004
H -1.165 3.638 -1.570
H 1.170 3.163 -2.447
H -0.200 2.506 -3.379
H 1.836 1.141 -1.582
H 0.252 0.393 -1.724
H 1.969 1.171 -4.177
H 0.673 -0.007 -4.168
H 2.823 -1.171 -4.249
H 3.435 -0.204 -2.941
H 2.755 -2.625 -2.399
H 2.443 -1.372 -1.231
H -0.042 -1.451 -2.572
H 0.602 -3.069 -2.917
H 1.032 -3.419 -0.488
H -1.090 -4.187 -0.158
H -1.303 -3.784 -1.866
H -3.080 -2.766 -0.729
H -2.008 -1.539 -1.097
H -3.559 -3.239 1.387
H -2.600 -2.971 2.661
H -3.846 -0.940 0.828
H -3.103 -0.811 2.399
H -1.257 -0.011 3.325
H -0.431 1.729 4.840
H -0.614 4.110 4.181
H -1.695 4.664 2.065
H -2.510 2.978 0.556
H -0.146 -2.827 1.609
H -0.239 -1.106 1.927
C -5.578 -3.651 -2.497
Cl -5.335 -3.340 -0.759
Cl -5.545 -2.155 -3.423
H -4.784 -4.301 -2.847
H -6.541 -4.131 -2.626

---

49
Properties=species:S:1:pos:R:3 method="wB97M-V/def2-TZVPD" de_lowest_kj_mol=72.1 energy_ha=-6781.5888 e_homo_ev="-11.9 / -11.9" charge=+1 homo_lumo_gap_ev="6.4 / 6.4" spin_multiplicity=1
Ru -0.320 -0.058 0.220
O -2.961 0.493 3.399
Cl -2.506 1.048 2.180
O -3.508 1.793 1.513
O -1.301 1.811 2.335
O -2.137 -0.153 1.293
O 6.944 -0.093 2.107
N 6.235 0.399 1.262
O 6.613 1.040 0.304
C 4.776 0.188 1.407
C 4.323 0.032 2.666
C 2.927 -0.127 2.919
C 2.397 -0.328 4.207
C 1.050 -0.522 4.357
C 0.224 -0.482 3.232
N 0.699 -0.248 2.015
C 2.042 -0.099 1.844
C 2.538 0.039 0.508
N 1.610 0.007 -0.489
C 2.012 0.067 -1.746
C 3.364 0.158 -2.084
C 4.312 0.218 -1.099
C 3.910 0.170 0.256
H 5.027 0.028 3.487
H 3.062 -0.350 5.061
H 0.607 -0.701 5.326
H -0.838 -0.657 3.316
H 1.239 0.045 -2.502
H 3.646 0.188 -3.126
H 5.355 0.302 -1.350
O -5.331 -0.183 -1.242
C -4.656 -0.132 -2.484
C -3.142 -0.123 -2.200
C -2.407 -0.176 -3.547
O -2.656 -1.345 -4.294
C -2.858 1.216 -1.500
Se -0.954 1.605 -1.197
C -2.876 -1.363 -1.324
Se -0.958 -1.741 -1.151
H -6.279 -0.125 -1.384
H -4.917 0.771 -3.046
H -4.884 -1.002 -3.107
H -1.328 -0.020 -3.399
H -2.767 0.652 -4.161
H -2.152 -2.081 -3.937
H -3.405 1.302 -0.570
H -3.163 2.038 -2.153
H -3.306 -2.253 -1.785
H -3.302 -1.247 -0.335

---

42
Properties=species:S:1:pos:R:3 method="wB97M-V/def2-TZVPD" de_lowest_kj_mol=6.3 energy_ha=-1222.1476 e_homo_ev=-9.1 homo_lumo_gap_ev=9.7 spin_multiplicity=1
C 4.060 3.293 1.657
C 4.508 2.643 2.962
C 3.483 1.683 3.568
C 3.171 0.459 2.700
N 2.109 0.699 1.748
C 0.900 0.114 1.849
O 0.618 -0.711 2.691
C -0.103 0.595 0.800
C -1.188 -0.453 0.578
S -0.645 -1.795 -0.514
C -2.029 -1.534 -1.628
N -2.301 -2.159 -2.677
C -1.515 -3.265 -3.132
C -2.327 -4.554 -3.042
N -2.804 -0.492 -1.175
C -3.969 -0.070 -1.932
C -3.571 0.763 -3.143
C -2.427 0.159 -0.042
O -3.003 1.117 0.418
H 4.757 4.079 1.374
H 4.035 2.569 0.845
H 3.074 3.739 1.769
H 4.710 3.428 3.694
H 5.444 2.105 2.793
H 3.873 1.333 4.525
H 2.551 2.216 3.769
H 4.071 0.135 2.167
H 2.819 -0.364 3.327
H 2.258 1.416 1.057
H 0.401 0.831 -0.140
H -0.584 1.501 1.180
H -1.436 -0.893 1.552
H -0.587 -3.362 -2.548
H -1.258 -3.068 -4.178
H -3.253 -4.448 -3.600
H -1.755 -5.382 -3.452
H -2.568 -4.772 -2.004
H -4.587 0.516 -1.248
H -4.500 -0.969 -2.250
H -3.034 1.655 -2.829
H -2.938 0.176 -3.802
H -4.461 1.066 -3.687

---

In g/mol, the M values for the records above are, in order, 476.6 685.8 285.4.